Entry 1:
{
  "formula": "C3H6FN3",
  "method": "ωB97M-V/def2-TZVPD",
  "homo_energy_ha": [-0.2635, -0.2635],
  "homo_lumo_gap_ev": [7.8, 7.8],
  "lumo_ha": [0.0246, 0.0246],
  "total_charge": 0,
  "symbols": ["C", "C", "C", "N", "N", "N", "F", "H", "H", "H", "H", "H", "H"],
  "coordinates": [[0.97, 0.91, 0.63], [1.73, -0.11, -0.04], [1.19, -1.22, -0.55], [-0.38, 0.82, 0.47], [-0.95, -0.26, 0.05], [-2.26, -0.21, -0.33], [3.02, 0.22, -0.25], [1.20, 2.02, 0.76], [0.28, -1.60, -0.15], [1.72, -1.64, -1.33], [-0.96, 1.74, 0.56], [-2.76, 0.45, 0.26], [-2.79, -1.13, -0.08]],
  "mulliken_charge": [-0.577, 0.557, -0.736, 0.101, -0.107, -0.714, -0.265, 0.241, 0.373, 0.349, 0.280, 0.228, 0.271]
}


Entry 2:
{
  "formula": "C6H12N2O4",
  "method": "ωB97M-V/def2-TZVPD",
  "homo_energy_ha": -0.3471,
  "homo_lumo_gap_ev": 9.9,
  "lumo_ha": 0.0154,
  "total_charge": 0,
  "symbols": ["C", "C", "N", "C", "O", "N", "C", "C", "O", "C", "O", "O", "H", "H", "H", "H", "H", "H", "H", "H", "H", "H", "H", "H"],
  "coordinates": [[2.32, 0.87, 0.53], [1.91, -0.59, 0.27], [2.66, -1.25, -0.83], [0.46, -0.84, -0.12], [0.17, -1.44, -1.14], [-0.44, -0.33, 0.71], [-1.71, 0.26, 0.36], [-1.57, 1.28, -0.77], [-0.80, 2.38, -0.32], [-2.76, -0.82, 0.05], [-3.76, -0.45, -0.44], [-2.62, -2.05, 0.41], [1.93, 1.37, -0.34], [1.90, 1.24, 1.47], [3.38, 0.91, 0.64], [1.97, -1.18, 1.21], [3.46, -1.78, -0.40], [2.04, -1.86, -1.34], [0.03, 0.26, 1.38], [-2.03, 0.78, 1.30], [-1.11, 0.66, -1.60], [-2.55, 1.51, -1.17], [-1.09, 3.18, -0.80], [-1.79, -2.12, 0.96]],
  "mulliken_charge": [-1.280, 0.173, -0.696, 0.502, -0.684, -0.308, 0.230, -0.640, -0.492, 0.272, -0.552, -0.486, 0.294, 0.420, 0.363, 0.220, 0.262, 0.294, 0.242, 0.372, 0.239, 0.563, 0.329, 0.363]
}


Entry 3:
{
  "formula": "C26H29BN9O4SeSiY",
  "method": "ωB97M-V/def2-TZVPD",
  "homo_energy_ha": -0.2768,
  "homo_lumo_gap_ev": 6.7,
  "lumo_ha": -0.0297,
  "total_charge": 0,
  "symbols": ["Y", "C", "C", "N", "N", "C", "B", "N", "C", "C", "C", "N", "N", "C", "C", "C", "N", "H", "H", "H", "H", "H", "H", "H", "H", "H", "H", "O", "C", "C", "C", "C", "C", "C", "C", "O", "N", "N", "C", "C", "C", "C", "C", "C", "C", "O", "H", "H", "H", "H", "H", "H", "H", "H", "H", "H", "C", "Si", "C", "C", "Se", "H", "H", "H", "H", "H", "H", "H", "H", "H", "O", "N"],
  "coordinates": [[0.49, -0.11, 0.58], [-2.38, 1.76, 3.93], [-1.35, 0.90, 3.52], [-1.08, 1.07, 2.22], [-1.91, 2.05, 1.80], [-2.70, 2.47, 2.80], [-1.85, 2.61, 0.38], [-2.21, 1.48, -0.61], [-3.23, 1.46, -1.48], [-3.19, 0.27, -2.17], [-2.09, -0.40, -1.64], [-1.50, 0.34, -0.70], [-0.41, 3.11, 0.12], [-0.05, 4.38, -0.11], [1.32, 4.46, -0.06], [1.73, 3.16, 0.23], [0.68, 2.35, 0.33], [-2.80, 1.84, 4.92], [-0.83, 0.19, 4.12], [-3.43, 3.24, 2.64], [-2.62, 3.51, 0.26], [-3.91, 2.29, -1.54], [-3.86, -0.08, -2.93], [-1.70, -1.37, -1.91], [-0.80, 5.14, -0.29], [1.94, 5.33, -0.19], [2.73, 2.79, 0.38], [2.29, -0.05, 4.85], [1.31, -0.80, 5.38], [1.11, -0.74, 6.76], [0.09, -1.47, 7.34], [-0.71, -2.31, 6.58], [-0.51, -2.39, 5.22], [0.48, -1.62, 4.59], [0.55, -1.56, 3.11], [1.38, -0.75, 2.51], [-0.31, -2.33, 2.49], [-0.26, -2.21, 1.12], [-0.76, -3.18, 0.45], [-0.53, -3.36, -0.96], [-1.16, -4.39, -1.66], [-0.81, -4.70, -2.96], [0.22, -3.99, -3.58], [0.85, -2.96, -2.91], [0.48, -2.59, -1.61], [1.05, -1.57, -1.03], [2.23, -0.14, 3.88], [1.74, -0.08, 7.34], [-0.08, -1.37, 8.41], [-1.51, -2.88, 7.04], [-1.13, -3.02, 4.60], [-1.28, -3.98, 0.99], [-1.95, -4.95, -1.17], [-1.30, -5.52, -3.48], [0.52, -4.25, -4.58], [1.66, -2.41, -3.36], [2.50, -0.43, -5.46], [1.86, 1.09, -4.54], [3.06, 2.54, -4.63], [0.08, 1.47, -5.05], [1.27, 0.73, -2.27], [2.78, -0.15, -6.47], [1.72, -1.18, -5.52], [3.37, -0.86, -4.97], [3.24, 2.83, -5.67], [4.02, 2.26, -4.18], [2.67, 3.40, -4.09], [-0.03, 1.75, -6.10], [-0.32, 2.27, -4.43], [-0.52, 0.57, -4.87], [2.78, 0.43, -0.24], [2.85, 0.62, -1.46]],
  "mulliken_charge": [1.112, -1.367, 0.043, 0.439, -0.269, -0.152, 0.048, -0.266, -0.167, -1.421, -0.396, 0.761, -0.040, -0.201, -1.331, -0.354, 0.419, 0.433, 0.187, 0.473, -0.151, 0.473, 0.442, 0.412, 0.480, 0.424, 0.581, -0.754, 0.905, -0.637, -0.309, -0.845, -0.216, -0.403, 1.170, -0.983, -0.683, 0.474, -0.789, 0.643, -0.530, -0.722, -0.672, -0.549, 0.302, -0.457, 0.378, 0.430, 0.377, 0.387, 0.462, 0.369, 0.416, 0.394, 0.404, 0.654, -1.058, 0.365, -1.075, -1.172, 0.194, 0.412, 0.282, 0.358, 0.390, 0.328, 0.310, 0.434, 0.331, 0.321, -0.322, 0.073]
}


Entry 4:
{
  "formula": "C3H8ClN2O",
  "method": "ωB97M-V/def2-TZVPD",
  "homo_energy_ha": -0.5513,
  "homo_lumo_gap_ev": 11.3,
  "lumo_ha": -0.1376,
  "total_charge": 1,
  "symbols": ["C", "O", "N", "C", "C", "N", "Cl", "H", "H", "H", "H", "H", "H", "H", "H"],
  "coordinates": [[0.88, 0.17, -2.12], [1.20, -0.55, -0.83], [0.51, -0.07, 0.25], [-0.55, -0.86, 0.70], [1.06, 0.88, 0.98], [0.55, 1.22, 2.14], [2.37, 1.75, 0.31], [0.74, -0.49, -3.02], [1.70, 0.87, -2.48], [-0.02, 0.66, -2.14], [-1.21, -0.30, 1.20], [-1.06, -1.39, -0.23], [-0.12, -1.74, 1.21], [-0.21, 0.73, 2.48], [0.84, 2.19, 2.47]],
  "mulliken_charge": [-0.689, -0.303, 0.285, -1.227, 0.683, -0.360, -0.063, 0.306, 0.284, 0.373, 0.555, 0.318, 0.366, 0.195, 0.277]
}


Entry 5:
{
  "formula": "C5H36N2O13",
  "method": "ωB97M-V/def2-TZVPD",
  "homo_energy_ha": -0.3698,
  "homo_lumo_gap_ev": 9.8,
  "lumo_ha": -0.0106,
  "total_charge": 0,
  "symbols": ["N", "C", "C", "C", "C", "C", "N", "O", "H", "H", "H", "H", "H", "H", "H", "H", "H", "H", "H", "H", "H", "H", "O", "H", "H", "O", "H", "H", "O", "H", "H", "O", "H", "H", "O", "H", "H", "O", "H", "H", "O", "H", "H", "O", "H", "H", "O", "H", "H", "O", "H", "H", "O", "H", "H", "O"],
  "coordinates": [[-0.50, -1.67, -0.20], [0.39, -0.66, -0.79], [0.78, -1.02, -2.21], [1.87, -2.08, -2.32], [3.28, -1.65, -1.88], [-0.37, 0.64, -0.72], [-0.42, 1.33, 0.44], [-0.90, 1.15, -1.72], [-0.90, -2.27, -0.91], [-0.11, -2.23, 0.55], [1.29, -0.59, -0.17], [-0.08, -1.46, -2.72], [1.12, -0.14, -2.77], [1.68, -2.92, -1.67], [1.93, -2.39, -3.37], [3.29, -1.29, -0.85], [3.98, -2.44, -2.11], [3.68, -0.79, -2.44], [-0.85, 2.24, 0.45], [0.18, 1.14, 1.24], [-2.98, 1.57, 1.39], [-3.26, 2.75, 0.56], [-3.24, 2.51, 1.50], [-3.36, -1.22, -1.44], [-2.38, -0.10, -2.04], [-3.25, -0.52, -2.09], [2.56, 2.29, -1.61], [3.30, 1.32, -0.65], [2.69, 2.06, -0.68], [-2.49, 1.91, -1.19], [-4.02, 1.75, -1.30], [-3.31, 2.39, -1.40], [1.74, -2.38, 1.83], [2.59, -3.58, 2.26], [2.58, -2.82, 1.66], [-0.55, -2.19, 3.21], [-1.25, -3.03, 2.16], [-0.38, -2.76, 2.45], [-1.26, 3.31, -2.66], [-0.08, 2.93, -3.54], [-0.65, 3.68, -3.32], [0.29, -4.78, -0.31], [1.70, -4.54, 0.30], [1.17, -5.15, -0.22], [-0.83, 0.66, 4.52], [0.32, 0.38, 3.48], [-0.62, 0.25, 3.67], [2.35, 3.08, 0.79], [1.47, 4.08, 1.70], [2.26, 3.53, 1.66], [2.14, 0.39, 1.73], [2.07, 1.83, 2.23], [1.80, 0.91, 2.46], [-2.00, -0.26, 1.53], [-3.11, -0.63, 2.50], [-2.95, -0.46, 1.57]],
  "mulliken_charge": [-0.094, 1.738, -0.634, -0.380, -1.094, -0.137, 0.408, -0.877, 0.307, 0.084, -0.941, 0.362, 0.351, 0.104, 0.409, 0.140, 0.399, 0.297, 0.304, -0.076, 0.343, 0.411, -0.725, 0.332, 0.314, -0.711, 0.299, 0.265, -0.671, 0.235, 0.331, -0.769, 0.262, 0.329, -0.645, 0.272, 0.314, -0.645, 0.362, 0.302, -0.662, 0.290, 0.317, -0.633, 0.259, 0.337, -0.590, 0.412, 0.333, -0.707, 0.192, 0.387, -0.738, 0.234, 0.282, -0.587]
}


Entry 6:
{
  "formula": "C7H9NO4S",
  "method": "ωB97M-V/def2-TZVPD",
  "homo_energy_ha": [-0.3000, -0.2975],
  "homo_lumo_gap_ev": [7.3, 7.0],
  "lumo_ha": [-0.0309, -0.0409],
  "total_charge": 0,
  "symbols": ["C", "C", "C", "C", "C", "C", "C", "N", "O", "O", "O", "O", "S", "H", "H", "H", "H", "H", "H", "H", "H", "H"],
  "coordinates": [[-0.71, -1.49, 0.66], [-1.90, -0.83, 1.44], [1.04, 0.42, 0.03], [-0.13, -0.19, 0.50], [-1.47, 1.73, 1.57], [3.22, 0.06, -0.61], [-1.18, -0.30, -1.65], [-1.14, 0.31, 1.34], [-0.37, -2.66, 0.37], [-2.93, -1.01, 2.06], [1.16, 1.61, -0.17], [2.00, -0.53, -0.23], [-0.10, -1.27, -2.63], [-0.64, 2.38, 1.40], [-2.05, 1.99, 0.69], [-2.02, 1.75, 2.42], [3.68, 0.69, 0.08], [3.22, 0.64, -1.54], [3.86, -0.86, -0.62], [-1.12, 0.70, -1.71], [-2.14, -0.74, -1.35], [-0.27, -2.41, -2.03]],
  "mulliken_charge": [1.087, 0.339, -0.031, 0.224, -0.945, -0.800, -0.638, -0.037, -0.655, -0.603, -0.602, -0.166, -0.110, 0.343, 0.335, 0.357, 0.374, 0.301, 0.249, 0.463, 0.355, 0.160]
}